C30H50P4RuSe as an isolated structure in a non-equilibrium geometry. Source: OMol25; level of theory: ωB97M-V with the def2-TZVPD basis set.

Computed properties:
HOMO level (spin up / spin down): -12.9 / -14.8 eV
frontier orbital gap (spin up / spin down): 4.2 / 2.0 eV
⟨S²⟩: 8.84
multiplicity: 6
E_LUMO (spin up / spin down): -8.65 / -12.74 eV
net charge: +3
energy: -136974.0003 eV

Positions of all 86 atoms, in Å:
Ru  0.6609  -0.8888  0.0756
P  -0.6485  -2.6344  0.6888
P  2.2317  -0.9852  1.7988
P  1.9131  -2.1678  -1.4210
H  -2.6816  4.1123  -7.5752
C  -2.6485  3.1855  -8.1421
C  -3.7290  2.4263  -8.3065
H  -4.6909  2.7004  -7.8809
C  -2.1974  -2.4253  1.6793
C  0.0250  -4.0678  1.6519
C  -1.4276  -3.5168  -0.7370
C  3.5996  0.2540  1.8146
C  1.6008  -0.8073  3.5298
C  3.2392  -2.5165  2.0651
C  1.2383  -2.2054  -3.1284
C  2.2415  -3.9754  -1.1601
C  3.6551  -1.6709  -1.7758
H  -1.6866  2.9115  -8.5678
H  -3.6959  1.4995  -8.8735
H  -2.8135  -1.6398  1.2358
H  -1.9635  -2.1511  2.7100
H  -2.7668  -3.3617  1.6797
H  0.3118  -3.7237  2.6504
H  0.9078  -4.4834  1.1646
H  -0.7293  -4.8558  1.7577
H  -2.0650  -2.7986  -1.2601
H  -2.0299  -4.3701  -0.4046
H  -0.6715  -3.8618  -1.4440
H  4.2154  0.1691  2.7171
H  3.1837  1.2620  1.7480
H  4.2242  0.0999  0.9298
H  2.3798  -1.0256  4.2691
H  0.7641  -1.4967  3.6779
H  1.2327  0.2081  3.6932
H  3.9043  -2.3984  2.9280
H  3.8470  -2.7268  1.1822
H  2.5809  -3.3701  2.2391
H  1.7521  -2.9534  -3.7426
H  1.3635  -1.2144  -3.5710
H  0.1686  -2.4270  -3.0926
H  2.9047  -4.3488  -1.9479
H  1.3201  -4.5608  -1.1747
H  2.7307  -4.1243  -0.1934
H  4.1716  -2.4800  -2.3037
H  4.1879  -1.4601  -0.8450
H  3.6473  -0.7651  -2.3847
C  1.0012  1.5801  -2.7282
C  -0.2933  1.1926  -3.0978
C  -0.8471  1.6243  -4.3038
C  -0.1239  2.4500  -5.1645
C  1.1685  2.8409  -4.8015
C  1.7264  2.4127  -3.5998
Se  1.8785  1.0656  -1.0962
H  -0.4893  -0.8220  -1.0994
H  -0.8550  0.5475  -2.4273
H  -1.8540  1.3098  -4.5694
H  -0.5572  2.7845  -6.1029
H  1.7481  3.4839  -5.4596
H  2.7324  2.7216  -3.3271
C  -2.3083  1.7478  0.7328
P  -0.9312  0.8131  1.5215
C  -0.1891  2.4473  2.0176
C  -0.9190  3.2788  2.9119
C  -0.4273  4.5164  3.3347
C  0.8089  4.9633  2.8851
C  1.5501  4.1689  2.0172
C  1.0501  2.9314  1.5983
C  -2.0091  0.3717  2.9914
C  -1.4727  0.4719  4.2966
C  -2.2241  0.1899  5.4377
C  -3.5561  -0.1820  5.3204
C  -4.1433  -0.2388  4.0605
C  -3.3935  0.0511  2.9120
H  -1.9022  2.3682  -0.0925
H  -2.8854  2.3976  1.4196
H  -3.0112  1.0309  0.2635
H  -1.8825  2.9843  3.2999
H  -1.0090  5.1272  4.0135
H  1.1938  5.9216  3.2089
H  2.5151  4.5081  1.6667
H  1.6506  2.3840  0.9581
H  -0.4800  0.8040  4.4743
H  -1.7705  0.2733  6.4179
H  -4.1356  -0.4002  6.2082
H  -5.1890  -0.5035  3.9737
H  -3.9204  0.0106  1.9748



C30H51Al2B2BrCl3F12LiN2O6P3Si as an isolated structure in a non-equilibrium geometry. Source: OMol25; level of theory: ωB97M-V with the def2-TZVPD basis set.

Computed properties:
HOMO level: -10.8 eV
frontier orbital gap: 3.1 eV
multiplicity: 1
E_LUMO: -7.71 eV
net charge: +1
energy: -237925.0423 eV

Positions of all 114 atoms, in Å:
C  -5.2238  1.5171  -1.4328
P  -3.4994  1.2360  -1.9362
C  -3.3776  0.6387  -3.6672
N  -2.5320  2.7031  -1.5105
C  -2.5428  3.8412  -2.2380
P  -3.5747  4.0266  -3.7709
N  -4.9900  3.4525  -3.6284
O  -2.6778  3.4525  -4.9620
O  -3.6583  5.5855  -4.0019
C  -1.7693  4.9150  -1.8228
C  -0.9840  4.8185  -0.7043
C  -0.9245  3.6430  0.0732
C  0.0141  3.6872  1.2622
C  -0.5202  3.2280  2.6320
C  0.4304  2.2837  3.3911
C  0.9432  1.0532  2.6463
C  2.2190  0.4825  3.3008
C  2.3688  -0.9887  2.9310
C  2.5339  -1.2099  1.4086
C  3.3710  -2.4645  1.0885
Si  3.2155  -3.0833  -0.6791
C  4.6920  -4.0953  -1.2152
C  1.6814  -4.1592  -0.7833
C  3.0747  -1.6302  -1.8984
C  1.8681  -0.9550  -2.0537
C  1.7416  0.1350  -2.8977
C  2.8299  0.5895  -3.6285
C  4.0187  -0.0954  -3.5105
C  4.1527  -1.1880  -2.6668
C  -1.7144  2.5772  -0.3316
P  -1.7401  0.9787  0.7231
O  -3.3002  0.8363  1.1289
O  -1.2406  -0.2762  -0.2594
H  -5.4234  0.9882  -0.5004
H  -5.4788  2.5788  -1.3842
H  -5.8423  1.0737  -2.2325
H  -4.0066  1.1348  -4.4006
H  -2.3465  0.7421  -4.0020
H  -3.5577  -0.4354  -3.6111
H  -5.1246  2.7534  -4.3563
H  -1.8865  2.9847  -4.6623
H  -2.8937  5.9249  -4.4936
H  -1.8032  5.8316  -2.3917
H  -0.4081  5.6913  -0.4266
H  0.3057  4.7344  1.3644
H  0.9247  3.1566  0.9687
H  -1.5312  2.8271  2.5832
H  -0.6139  4.1198  3.2543
H  -0.1540  1.9086  4.2332
H  1.2718  2.8233  3.8276
H  1.1938  1.2456  1.5945
H  0.2161  0.2412  2.6394
H  3.0800  1.0269  2.9027
H  2.1419  0.6440  4.3757
H  3.2504  -1.3985  3.4160
H  1.4730  -1.5054  3.2760
H  1.5374  -1.3475  0.9686
H  2.9939  -0.3280  0.9517
H  4.4361  -2.2875  1.2405
H  2.9851  -3.2534  1.7370
H  4.5534  -4.4237  -2.2464
H  5.5922  -3.4829  -1.1609
H  4.7973  -4.9756  -0.5844
H  0.7777  -3.5743  -0.5802
H  1.7157  -4.9429  -0.0285
H  1.5631  -4.5984  -1.7739
H  0.9994  -1.2903  -1.4927
H  0.7794  0.6502  -2.9463
H  2.7232  1.4549  -4.2676
H  4.8638  0.2338  -4.0998
H  5.0981  -1.7066  -2.5948
H  -3.4342  0.1332  1.7835
H  -2.0019  -0.8358  -0.4970
B  0.9017  8.1483  0.3815
F  2.2032  8.4215  0.2075
F  0.1634  9.0733  0.9930
F  0.2934  7.5387  -0.6927
F  0.9083  6.8993  1.4668
Li  -7.4201  1.5478  -1.6282
B  -9.0876  4.8010  -0.0954
F  -9.5717  5.0392  -1.3835
F  -8.1792  5.7830  0.2911
F  -10.1107  4.6560  0.8185
F  -8.3529  3.5408  -0.1545
O  -5.3756  1.7327  -6.2147
H  -5.0351  1.1789  -6.9265
H  -5.4989  2.5950  -6.6304
C  7.4920  -2.2567  2.5659
Cl  6.2260  -1.4111  3.4510
Cl  7.1901  -3.9750  2.5912
Cl  7.6064  -1.6593  0.8879
H  8.4306  -2.0571  3.0661
Al  -0.7008  1.3381  -2.0435
O  -0.7659  -2.3939  2.3988
H  -1.0657  -1.8731  1.6500
H  -1.4261  -3.0860  2.5233
F  7.6747  -5.2698  7.1378
Al  7.0391  -3.7648  6.7356
F  7.9708  -3.0652  5.4850
F  7.0474  -2.7398  8.0731
F  5.4496  -3.9437  6.1660
Br  2.2722  5.9407  2.1893
C  -1.1948  -6.1803  0.7486
C  -2.1297  -6.9108  0.0282
C  -2.0933  -8.2978  0.0529
C  -1.1276  -8.9519  0.8048
C  -0.1951  -8.2208  1.5277
C  -0.2257  -6.8341  1.4971
H  -1.2184  -5.0961  0.7273
H  -2.8878  -6.4009  -0.5541
H  -2.8176  -8.8692  -0.5126
H  -1.1017  -10.0331  0.8278
H  0.5562  -8.7315  2.1150
H  0.5049  -6.2645  2.0578



C30H51BrN7SSiW as an isolated structure. Source: OMol25; level of theory: ωB97M-V with the def2-TZVPD basis set.

Computed properties:
HOMO level (spin up / spin down): -15.2 / -15.4 eV
frontier orbital gap (spin up / spin down): 5.8 / 5.8 eV
multiplicity: 1
E_LUMO (spin up / spin down): -9.39 / -9.58 eV
net charge: +3
energy: -132924.2538 eV

Positions of all 92 atoms, in Å:
W  0.2115  -0.1131  -0.4959
S  1.6101  -1.5832  0.5029
C  0.3586  -2.6587  1.1726
N  0.5336  -3.9358  1.6848
N  1.5810  -4.3429  2.2201
C  2.7413  -3.6885  2.7332
C  3.9256  -4.4178  2.6972
C  5.0628  -3.8621  3.2535
C  4.9923  -2.6168  3.8668
C  3.7880  -1.9230  3.9329
C  2.6449  -2.4520  3.3638
N  -0.8899  -2.3731  1.0227
N  -1.1594  -1.2105  0.4027
C  -2.5604  -0.8742  0.4384
C  -3.0435  0.0666  -0.4663
C  -4.3786  0.4383  -0.4317
C  -5.2326  -0.1309  0.5010
C  -4.7457  -1.0719  1.3979
C  -3.4121  -1.4480  1.3758
H  1.5606  -5.3511  2.3870
H  3.9587  -5.3966  2.2333
H  5.9960  -4.4066  3.2260
H  5.8780  -2.1951  4.3223
H  3.7369  -0.9784  4.4560
H  1.6949  -1.9447  3.4624
H  -2.4003  0.5015  -1.2259
H  -4.7535  1.1623  -1.1424
H  -6.2758  0.1522  0.5256
H  -5.4096  -1.5204  2.1241
H  -3.0400  -2.1794  2.0769
C  2.2825  0.6720  -4.6028
N  1.2490  0.5946  -3.5566
C  1.4799  1.3343  -2.3414
C  0.2647  -0.3204  -3.5658
N  -0.2293  -0.7155  -2.3564
N  -0.2108  -0.8393  -4.6876
C  -0.9999  -2.0767  -4.6722
C  -0.2141  -0.1193  -5.9707
H  3.2573  0.6916  -4.1183
H  2.1689  1.5640  -5.2158
H  2.2398  -0.2131  -5.2284
H  2.3996  1.9087  -2.4358
H  1.8078  0.6531  -1.4793
H  0.6796  2.0359  -2.1051
H  -1.0044  -1.3640  -2.4446
H  -0.5960  -2.7838  -3.9499
H  -0.9243  -2.5329  -5.6557
H  -2.0536  -1.8752  -4.4670
H  0.0308  0.9271  -5.8222
H  -1.2228  -0.1785  -6.3765
H  0.4764  -0.5707  -6.6810
C  -0.3969  6.2004  -0.1842
C  0.5288  6.7842  0.9009
C  1.9625  6.7792  0.3570
C  0.1228  8.2527  1.1963
Si  0.2850  5.9105  2.5451
Br  0.0094  1.9261  0.8380
C  -1.4383  5.7673  3.2626
C  -2.5883  6.0385  2.2856
C  -1.4231  6.8951  4.3340
C  -1.6958  4.4110  3.9421
C  1.7745  5.4981  3.6057
C  2.8532  4.7294  2.8214
C  2.3100  6.9040  3.9948
C  1.4771  4.7191  4.8920
H  -0.1317  6.6603  -1.1389
H  -1.4468  6.4105  -0.0024
H  -0.2764  5.1188  -0.2963
H  1.9829  7.4020  -0.5403
H  2.2883  5.7781  0.0709
H  2.6905  7.1960  1.0504
H  0.1871  8.8135  0.2602
H  0.7960  8.7366  1.9070
H  -0.8995  8.3533  1.5606
H  -2.5260  7.0130  1.8044
H  -3.5213  6.0225  2.8534
H  -2.6615  5.2697  1.5155
H  -1.2863  7.8892  3.9015
H  -0.6721  6.7433  5.1097
H  -2.3983  6.8948  4.8280
H  -1.5944  3.5748  3.2458
H  -2.7266  4.4050  4.3036
H  -1.0512  4.2319  4.7972
H  3.2764  5.3017  2.0014
H  2.4769  3.7802  2.4300
H  3.6684  4.4964  3.5105
H  2.5397  7.5369  3.1369
H  3.2428  6.7652  4.5476
H  1.6242  7.4423  4.6520
H  1.1246  3.7077  4.6868
H  0.7565  5.2150  5.5398
H  2.4087  4.6362  5.4567



C30H51CdN8OS3Si2 as an isolated structure in a non-equilibrium geometry. Source: OMol25; level of theory: ωB97M-V with the def2-TZVPD basis set.

Computed properties:
HOMO level: -9.8 eV
frontier orbital gap: 7.7 eV
multiplicity: 1
E_LUMO: -2.07 eV
net charge: +1
energy: -98727.7332 eV

Positions of all 96 atoms, in Å:
Cd  0.1389  0.4127  0.5500
C  1.3843  0.0284  -5.2433
C  1.8840  -0.7400  -4.0827
N  2.8052  -1.6449  -4.1040
N  2.9436  -2.0758  -2.8340
C  2.1155  -1.4321  -1.9823
S  2.0077  -1.6610  -0.3501
N  1.4127  -0.5692  -2.7948
N  0.3990  0.2714  -2.3773
H  2.2163  0.2865  -5.8937
H  0.8824  0.9345  -4.9180
H  0.6872  -0.5643  -5.8310
H  3.6448  -2.7609  -2.6033
H  -0.4424  0.1190  -2.9258
H  0.6674  1.2526  -2.4326
C  -2.3872  2.6297  -1.3942
Si  -1.6053  3.2473  0.2391
C  -2.4821  2.3727  1.6948
C  -1.9264  5.1370  0.2883
C  0.2091  2.6560  0.3317
C  0.8063  2.8688  1.6695
C  0.6947  4.0690  2.3716
C  1.3533  4.2228  3.5760
C  2.1573  3.1914  4.0427
C  2.2268  2.0395  3.2791
N  1.5545  1.8710  2.1506
Si  1.6118  3.2813  -0.8297
C  2.1289  5.0857  -0.4687
C  3.1494  2.1726  -0.5181
C  1.2586  3.2932  -2.7284
H  -3.4617  2.7639  -1.3429
H  -2.1898  1.5751  -1.5647
H  -2.0418  3.1900  -2.2559
H  -3.4818  2.7561  1.8754
H  -1.9206  2.4873  2.6175
H  -2.5688  1.3022  1.5091
H  -2.8515  5.3807  -0.2265
H  -1.1324  5.6936  -0.2026
H  -2.0208  5.5107  1.3029
H  0.0922  4.8614  1.9693
H  1.2465  5.1377  4.1371
H  2.7046  3.2818  4.9679
H  2.8606  1.2064  3.5595
H  2.4451  5.2192  0.5605
H  1.3205  5.7833  -0.6656
H  2.9626  5.3768  -1.1014
H  3.5939  2.4320  0.4377
H  3.9171  2.3037  -1.2731
H  2.9002  1.1138  -0.4716
H  0.2177  3.1430  -2.9888
H  1.8821  2.5875  -3.2702
H  1.5292  4.2707  -3.1081
C  2.3059  -0.3155  5.9669
N  2.0744  -1.0582  4.7623
C  2.8140  -2.1188  4.3002
C  2.1332  -2.7018  3.2953
N  0.9689  -1.9772  3.0996
C  0.9395  -0.9439  4.0217
S  -0.2607  0.1601  4.2558
C  -0.2020  -2.4338  2.4896
C  -0.5662  -3.7757  2.6158
C  -1.8460  -4.1371  2.2457
C  -2.7033  -3.1580  1.7548
C  -2.2253  -1.8682  1.6070
N  -0.9981  -1.5097  1.9616
H  2.9186  -0.9078  6.6412
H  1.3396  -0.1053  6.4264
H  2.7986  0.6342  5.7605
H  3.7582  -2.3783  4.7316
H  2.3957  -3.5363  2.6791
H  0.1232  -4.4940  3.0313
H  -2.1815  -5.1558  2.3769
H  -3.7195  -3.3918  1.4817
H  -2.8467  -1.0854  1.1934
C  0.5902  -5.1886  -1.4289
C  -0.7520  -5.1225  -2.1478
C  -1.6552  -4.0654  -1.5289
S  -1.0852  -2.3890  -2.0685
O  -1.3684  -1.4571  -0.9555
C  -2.3906  -2.0192  -3.3610
C  -3.5769  -1.2455  -2.8091
C  -4.5901  -2.1217  -2.0854
H  1.2448  -5.9140  -1.9027
H  0.4440  -5.4830  -0.3917
H  1.0826  -4.2203  -1.4408
H  -1.2384  -6.0971  -2.0814
H  -0.6083  -4.9089  -3.2104
H  -1.5632  -4.0645  -0.4431
H  -2.6956  -4.2110  -1.8042
H  -2.6812  -2.9668  -3.8047
H  -1.8695  -1.4328  -4.1204
H  -4.0720  -0.7333  -3.6367
H  -3.2043  -0.4831  -2.1182
H  -4.9430  -2.9216  -2.7329
H  -5.4446  -1.5221  -1.7812
H  -4.1432  -2.5462  -1.1914